Record 1
Entry from the Open Molecules 2025 dataset: one molecule with the formula C5H3F in a non-equilibrium geometry (ωB97M-V/def2-TZVPD).

The SMILES is FC1=C2[C@H]3C[C@@]123. The relative energy (zero: lowest compared OMol25 entry of this formula, charge and spin) is 4.453 eV.

Structure (ORCA input):
```
! wB97M-V def2-TZVPD RIJCOSX def2/J DEFGRID3
* xyz 0 1
F -2.649 0.522 -0.135
C -1.554 -0.047 0.187
C -0.587 -1.073 -0.574
C 0.590 -0.803 0.382
C 0.939 0.587 -0.219
C -0.252 0.343 0.569
H 1.264 -1.546 1.033
H 1.599 1.328 0.118
H 0.649 0.689 -1.362
*
```

So, what does the Mulliken scheme give us? The charges, in e, come out as: -0.194 0.400 -0.530 -0.082 -0.565 0.082 0.327 0.345 0.216

=====

Record 2
Entry from the Open Molecules 2025 dataset: C42H42BiF4IN8O3 as an isolated structure (ωB97M-V/def2-TZVPD).

The relative energy (zero: lowest compared OMol25 entry of this formula, charge and spin) is 0.000 eV.

Structure (ORCA input):
```
! wB97M-V def2-TZVPD RIJCOSX def2/J DEFGRID3
* xyz 0 1
Bi 0.911 -1.411 0.137
O 0.532 -3.194 1.441
C 1.257 -3.793 2.344
C 0.608 -4.486 3.393
C 1.325 -5.149 4.361
C 2.727 -5.170 4.346
C 3.371 -4.514 3.327
C 2.669 -3.819 2.330
C 3.459 -3.204 1.289
N 3.059 -2.437 0.352
C 4.073 -2.027 -0.637
C 3.764 -0.632 -1.224
N 2.829 0.026 -0.328
C 3.130 1.111 0.268
C 2.396 1.675 1.383
C 2.494 3.058 1.601
C 1.848 3.671 2.647
C 1.117 2.866 3.535
C 1.039 1.504 3.374
C 1.661 0.848 2.283
O 1.564 -0.443 2.158
H -0.473 -4.477 3.395
H 0.792 -5.670 5.148
H 3.282 -5.699 5.107
H 4.455 -4.523 3.277
H 4.527 -3.442 1.322
H 4.104 -2.764 -1.440
H 5.048 -2.012 -0.145
H 3.311 -0.731 -2.211
H 4.688 -0.058 -1.333
H 4.030 1.646 -0.057
H 3.087 3.648 0.911
H 1.912 4.740 2.792
H 0.604 3.328 4.371
H 0.477 0.890 4.067
C -2.964 -3.546 -3.523
C -1.742 -2.801 -2.990
N -1.547 -2.881 -1.541
C -2.728 -2.569 -0.752
C -3.152 -1.103 -0.931
C -0.867 -4.101 -1.150
C 0.620 -4.128 -1.590
N 1.142 -2.784 -1.780
C 1.506 -2.393 -3.027
C 1.267 -1.071 -3.444
F 0.659 -0.245 -2.556
C 1.634 -0.576 -4.672
F 1.351 0.712 -4.954
C 2.264 -1.372 -5.609
C 2.525 -2.674 -5.228
F 3.172 -3.497 -6.073
C 2.180 -3.172 -3.985
F 2.563 -4.431 -3.677
H -2.945 -3.555 -4.614
H -2.984 -4.583 -3.182
H -3.899 -3.076 -3.216
H -0.848 -3.210 -3.459
H -1.785 -1.754 -3.304
H -3.572 -3.234 -0.985
H -2.467 -2.758 0.291
H -4.196 -1.003 -1.233
H -3.007 -0.538 -0.010
H -2.540 -0.615 -1.689
H -0.923 -4.170 -0.064
H -1.348 -5.012 -1.549
H 1.166 -4.662 -0.804
H 0.736 -4.720 -2.499
H 2.551 -0.996 -6.579
N -0.632 -1.462 3.894
C -1.596 -1.282 2.972
O -1.306 -1.107 1.801
C -3.027 -1.278 3.435
I -3.526 0.652 4.184
H 0.327 -1.444 3.570
H -0.833 -1.588 4.870
H -3.230 -1.991 4.229
H -3.672 -1.448 2.581
N -1.599 6.380 -0.962
C -2.356 7.483 -0.615
C -2.383 8.793 -1.086
C -3.290 9.646 -0.489
C -4.140 9.209 0.543
C -4.102 7.908 1.000
C -3.190 7.032 0.408
N -2.947 5.691 0.678
C -2.003 5.352 -0.152
C -1.407 4.003 -0.224
C -1.734 3.069 0.746
C -1.161 1.811 0.686
N -0.298 1.438 -0.263
C 0.008 2.339 -1.198
C -0.519 3.620 -1.220
H -0.873 6.346 -1.654
H -1.730 9.132 -1.880
H -3.348 10.674 -0.821
H -4.836 9.912 0.981
H -4.753 7.565 1.792
H -2.422 3.328 1.539
H -1.392 1.066 1.438
H 0.706 2.024 -1.963
H -0.231 4.287 -2.024
*
```

Here are the Mulliken charges for atoms 1 to 99, given in e: 3.367 0.195 -0.067 -0.835 -0.575 -0.986 -0.828 0.898 -0.694 0.109 -1.174 -0.640 -0.002 -0.618 0.759 -0.645 -0.901 -0.633 -0.588 0.417 -0.884 0.494 0.446 0.403 0.397 0.275 0.289 0.734 -0.210 0.673 0.283 0.409 0.429 0.430 0.440 -1.622 -0.660 1.132 -0.567 -0.858 -0.689 -1.202 0.373 0.628 -1.113 0.033 0.215 -0.321 -0.903 0.395 -0.342 0.215 -0.415 0.482 0.261 0.339 0.285 0.353 0.670 0.095 0.412 -0.049 0.128 0.257 0.291 0.166 0.686 0.501 0.017 0.080 0.137 -1.520 0.020 0.020 0.208 0.625 0.406 0.017 0.724 -1.055 -0.398 -0.485 -0.755 0.501 -0.617 -0.261 1.258 -0.805 -0.261 0.872 -1.030 -1.048 0.159 0.378 0.380 0.382 0.433 0.584 -0.131

=====

no.,orbital gap (eV),electronic energy (Ha)
1,8.66,-291.88780
2,7.29,-3201.25189